A molecular structure, C38H72F6N4O17S3Sr in a non-equilibrium geometry. Source: OMol25; level of theory: wB97M-V/def2-TZVPD.

* LUMO level (spin up / spin down): 1.65 / 1.56 eV
* net charge: -1
* total energy: -4813.40480 a.u.
* multiplicity: 2
* HOMO level (spin up / spin down): -1.390 / -5.248 eV
* ⟨S²⟩: 0.751

Structure (XYZ):
```
141
Properties=species:S:1:pos:R:3:forces:R:3
Sr 2.18475 -1.22356 -2.99066 1.69 -0.24 -0.43
S 0.74789 -2.45451 -0.21655 0.40 2.60 0.43
S -0.02270 -2.91670 -5.32849 -0.09 -1.11 0.83
S 1.22439 0.08665 0.30388 1.13 2.28 5.15
F -1.59937 -3.43184 -0.88313 -1.21 -2.74 -3.33
F -1.79125 -1.29646 -0.56215 0.86 -1.03 -0.23
F 0.74458 2.78341 0.34032 -0.04 -0.43 0.42
F -1.59353 -2.73812 1.02444 0.10 0.40 1.35
F -0.75020 1.84536 -0.85423 0.84 -0.85 -0.12
F 1.32439 2.08443 -1.58747 -0.51 -0.49 -0.18
O 1.25157 -2.09978 -5.20468 -0.62 0.10 0.56
O -5.77799 -6.73036 -1.56089 0.38 5.04 3.62
O 2.81731 -3.74874 5.95569 0.54 1.39 1.07
O 4.06546 -1.67559 -1.23975 -1.52 0.01 0.26
O 6.28111 -1.35747 -1.35216 -2.72 -0.25 2.38
O 2.66123 0.14298 0.69731 -3.20 1.09 -0.92
O -4.97609 -1.46330 -2.49297 0.22 -2.67 0.48
O -4.97898 -5.76222 0.41750 -1.92 -2.02 -1.93
O 1.23938 -2.69563 1.11426 -0.77 -0.01 -1.14
O -3.60063 -5.98972 4.28683 3.29 -0.43 -0.71
O 4.47429 6.93896 -3.91354 1.22 1.96 -0.75
O 1.13452 -3.36392 -1.24330 -0.19 -0.35 -1.16
O 0.28015 -0.20307 1.42166 1.20 1.20 -2.11
O -1.36679 -6.47628 4.63435 -0.75 -0.15 0.04
O -2.05152 -5.53935 2.79724 -1.85 2.52 -3.25
O -5.74440 -4.41254 -1.19206 -0.97 -0.98 0.21
O 5.27446 -1.39322 0.66062 -0.26 -0.08 0.43
N -5.44631 -0.29921 -2.98664 -1.19 3.51 -1.66
N 1.02755 -0.85158 -0.87324 -1.57 -4.54 -0.54
N 2.76046 -2.36306 6.42954 -0.77 -0.22 0.50
N 3.86972 6.24815 -2.89669 -1.63 -1.30 -0.53
C -3.09079 0.57611 -3.04913 2.27 -0.87 -0.31
C 4.89194 7.51614 -0.95425 1.08 -1.09 -0.48
C -6.10059 -0.47610 -4.38313 2.75 1.25 0.82
C -4.89032 2.07860 -3.27998 -0.30 0.20 -0.46
C 4.11949 -1.20801 4.55304 1.56 -0.82 0.03
C 1.99604 7.95155 -2.23210 -0.23 0.62 -1.76
C -4.53008 0.93340 -1.05890 0.21 -0.78 -0.39
C 3.21233 0.35624 7.16394 -0.86 0.07 -2.10
C 4.86190 -2.29226 8.01755 -1.55 0.53 -0.40
C -0.69819 -5.55518 2.64634 1.77 -1.71 -1.63
C 1.77177 6.25429 -4.16143 -0.74 0.47 -1.84
C -4.45517 0.76477 -2.60025 -2.78 0.81 -0.59
C 5.18176 -1.47652 -0.67421 4.00 0.32 -4.27
C 2.59656 5.25319 -0.44635 -0.47 0.62 -1.86
C 0.55233 1.79024 -0.53620 0.98 0.14 0.96
C -7.30582 -1.40108 -4.24442 -0.07 0.74 -0.54
C -0.37677 -6.58424 3.66805 3.59 -0.12 -0.29
C 4.03165 5.02266 -0.81788 0.59 2.10 0.81
C 2.43380 6.57442 -2.84843 0.80 -1.70 3.20
C -1.09746 -2.66362 -3.76340 0.01 1.64 -1.26
C 1.76656 -1.78656 4.20562 -0.86 -0.68 0.33
C 4.67156 6.13804 -1.70232 0.37 -0.60 0.78
C -5.60143 -5.70513 -0.81407 1.00 -4.36 -2.99
C -1.19113 -2.46176 -0.20723 1.00 2.80 2.86
C 3.20297 -2.12565 7.84206 3.53 0.45 0.91
C 2.40559 -0.04335 5.90764 0.08 -0.04 -0.45
C -5.08977 -4.52479 1.01073 1.80 1.27 1.25
C 6.00282 5.44563 -2.06021 0.38 0.54 -1.40
C -5.22361 -3.60351 -0.13757 0.56 1.61 -0.79
C 2.83721 -1.39775 5.30705 -1.70 -0.11 0.11
C 1.88541 5.50688 -1.83633 -1.01 -0.88 1.60
C 2.61146 -3.09964 8.89152 -0.26 -0.68 -1.58
C -2.41868 -6.01600 3.90306 -5.34 -0.42 4.71
C -5.30800 1.95447 -4.75459 -1.56 -0.48 -0.01
C -0.84529 -2.29221 -6.81286 -0.27 0.56 -0.34
C -5.07895 -1.01097 -5.46413 0.06 -0.34 0.28
C 2.94683 -0.59288 8.30523 -0.21 -1.01 -1.79
C -6.50638 0.98994 -4.81121 0.75 -1.82 0.43
H 2.34395 4.32030 0.05764 -0.89 0.22 -0.31
H -7.10399 -2.45473 -4.05158 0.29 0.03 -0.24
H -0.57123 -2.94234 -2.85044 0.25 -0.63 -0.68
H -4.54404 1.69622 -5.48792 0.38 -0.45 0.45
H 5.94615 7.57353 -0.68323 0.14 -0.20 0.31
H 1.24180 8.29257 -2.94127 -0.55 0.14 0.24
H 1.88382 -0.51042 8.53177 -0.04 0.06 0.36
H 4.46295 6.40362 -4.71034 -0.06 -0.46 0.17
H 4.12969 4.07478 -1.34705 -0.04 0.00 0.10
H -6.91406 0.87962 -5.81606 -0.27 0.33 0.02
H 1.04465 -2.49938 4.60415 0.01 -0.11 0.38
H -4.06203 -0.62867 -5.37572 -0.22 0.46 0.34
H 2.06686 -2.25088 3.26630 0.97 -0.09 0.35
H -5.84046 -1.86143 -2.36664 0.29 -1.14 0.66
H -0.15517 -4.61085 2.68475 -0.52 0.18 0.12
H -5.86842 -4.39658 1.76264 -0.03 -0.55 0.01
H 3.56591 -0.15842 9.09013 -0.06 -1.15 0.64
H 5.23739 -3.31473 7.97653 -0.30 -0.08 -0.38
H -7.77335 -1.26333 -5.21937 -0.38 -0.63 -0.09
H 5.20700 -1.89087 8.97038 -0.33 0.05 0.23
H -5.48183 0.60985 -0.63750 -0.32 0.40 -0.36
H 1.53190 -2.98586 8.99008 0.01 0.58 0.69
H 2.16852 5.43355 -4.75899 0.47 -0.34 0.64
H 0.89075 5.88188 -1.59524 -0.41 -0.40 -0.17
H 1.80526 4.47450 -2.17670 -0.11 0.32 -1.13
H 1.73721 7.05596 -4.89915 0.53 0.64 0.19
H 4.62759 -2.14317 4.31769 -0.57 -0.44 -0.42
H -4.31210 1.96654 -0.78832 0.12 -0.12 0.15
H -1.29276 -1.59597 -3.66296 0.21 0.23 -0.17
H 4.62818 5.02348 0.09440 0.28 -0.42 0.03
H 3.22228 -3.16629 9.79183 -0.46 0.76 0.23
H 4.36858 -1.42516 0.97677 -0.39 0.07 0.25
H 2.69261 8.78733 -2.29805 0.53 -0.42 0.14
H -2.09747 -3.08948 -3.84541 0.22 -0.62 -0.21
H 5.84402 4.63840 -2.77524 -0.50 -0.31 0.24
H -2.99601 0.62289 -4.13399 0.02 -0.18 -0.01
H 0.70451 6.03751 -4.11597 -0.09 -0.17 0.82
H 2.57347 0.60646 5.04877 0.10 0.62 0.29
H -0.31084 -7.55207 3.17098 -0.51 -0.36 0.47
H -5.70007 2.86891 -5.19976 0.12 0.55 0.57
H 0.64377 -6.33716 3.96053 -0.11 -0.38 1.11
H 1.11001 -1.01130 3.81063 0.39 0.80 0.45
H 1.53729 7.95942 -1.24337 0.29 -0.42 0.00
H 4.81732 8.34789 -1.65475 -0.63 0.00 0.17
H -4.26203 -3.23157 -0.49130 0.10 -0.06 0.02
H -3.83001 0.23727 -0.59695 0.37 0.32 0.08
H 4.22940 0.37732 6.77251 0.38 -0.03 0.71
H -5.71481 2.43593 -2.66303 -0.21 0.52 -0.37
H -1.20773 -1.26574 -6.86866 0.05 0.05 0.67
H 6.53888 5.01397 -1.21498 -0.12 0.37 0.13
H -5.80727 -2.70839 0.07737 -0.46 -0.27 -0.28
H 1.32518 -0.02469 6.05068 -0.08 -0.19 0.38
H 4.33576 7.60670 -0.02121 -0.37 0.24 -0.33
H -0.04324 -2.33792 -7.54955 0.22 -0.15 0.15
H 1.94812 -4.03572 6.24507 -0.12 -0.31 -0.18
H -7.25073 1.30130 -4.07835 -0.26 0.25 -0.26
H 5.33744 -1.66711 7.26181 0.08 -0.26 -0.19
H -4.89705 -2.08554 -5.44624 -0.48 -0.22 0.28
H 4.94734 -0.74885 5.09335 -0.31 0.80 0.19
H -2.67652 -0.35634 -2.66570 0.19 0.03 -0.14
H 2.94439 1.37503 7.44390 0.07 0.08 0.09
H 2.25596 6.08049 0.17629 1.02 0.17 0.50
H -1.62755 -2.95514 -7.18257 -0.04 -0.25 0.46
H -8.03724 -1.06733 -3.50839 0.18 0.28 0.16
H 3.87947 -0.69070 3.62413 0.37 0.14 0.07
H -4.08284 -4.38342 1.40344 -0.38 0.38 0.93
H -0.53105 -6.12644 1.73320 0.45 1.04 -0.66
H 2.65720 -4.13335 8.54881 0.36 -0.12 -0.52
H -2.49633 1.40858 -2.67269 0.23 -0.19 0.14
H -5.37383 -0.77907 -6.48754 -0.38 0.09 0.00
H -4.05960 2.78417 -3.26688 -0.05 0.10 0.57
H 6.65367 6.07797 -2.66406 0.27 0.45 0.45
```
Positions in Å, forces in eV/Å.

Atom charges from the Löwdin analysis, given in e for atoms 1 to 2: atom 1 (Sr): 1.180, atom 2 (S): 0.663